(1)
{
  "formula": "C3H3IO",
  "method": "ωB97M-V with the def2-TZVPD basis set",
  "species": ["O", "I", "C", "C", "H", "H", "H", "C"],
  "positions_angstrom": [[-4.825, 1.219, 0.103], [-5.186, -0.618, 0.117], [-0.410, -0.103, 0.129], [-1.466, 0.879, -0.260], [0.580, 0.400, -0.325], [-0.506, -0.055, 1.171], [-0.685, -0.956, -0.536], [-2.459, 1.528, -0.353]],
  "lowdin_spin": [0.80, 0.36, -0.01, 0.05, 0.00, 0.00, 0.00, 0.80],
  "e_homo_ev": [-9.78, -9.34],
  "e_lumo_ev": [-0.6119, -2.6737],
  "spin_multiplicity": 3,
  "gap_ev": [9.1659, 6.6694],
  "s2": 2.0291
}

***

(2)
{
  "formula": "C21H64N6O11",
  "method": "ωB97M-V with the def2-TZVPD basis set",
  "species": ["H", "H", "C", "C", "H", "C", "H", "C", "H", "H", "N", "C", "H", "C", "C", "H", "O", "C", "H", "C", "C", "N", "H", "H", "H", "N", "O", "H", "C", "H", "C", "H", "H", "H", "H", "O", "H", "O", "H", "H", "H", "C", "N", "H", "H", "H", "H", "H", "H", "C", "H", "H", "H", "H", "H", "H", "H", "H", "C", "H", "C", "C", "O", "H", "C", "O", "C", "O", "N", "H", "O", "H", "H", "H", "H", "C", "H", "H", "N", "H", "H", "H", "H", "H", "H", "C", "H", "H", "O", "H", "H", "H", "H", "H", "H", "H", "H", "O", "H", "H", "O", "H"],
  "positions_angstrom": [[-7.604, 1.719, 6.443], [-1.392, 4.193, 4.131], [-5.104, 1.034, 5.496], [-5.086, 6.707, 5.118], [-6.790, 2.938, 2.464], [-9.419, 5.569, 9.535], [-1.039, 4.918, 9.304], [-1.909, 3.195, 8.924], [-2.041, 5.286, 13.216], [-5.533, 0.975, 6.510], [-6.653, 4.688, 7.236], [-3.417, 3.844, 12.538], [-2.192, 3.598, 5.897], [-3.601, 1.180, 5.734], [-7.878, 7.510, 9.671], [-4.774, 7.472, 9.081], [-1.088, 2.767, 7.871], [-4.415, 3.985, 13.685], [-5.240, 3.229, 13.540], [-8.975, 6.831, 8.836], [-6.787, 7.782, 6.514], [-7.158, 3.875, 2.311], [-8.570, 4.942, 9.507], [-8.845, 2.364, 9.787], [-3.980, 3.408, 8.274], [-1.719, 4.238, 9.679], [-6.952, 0.431, 8.663], [-3.373, 2.815, 12.200], [-8.192, 0.945, 6.822], [-8.741, 0.192, 8.745], [-7.539, 4.273, 12.217], [-8.225, 4.243, 5.203], [-4.719, 4.421, 11.400], [-7.409, 8.256, 9.020], [-4.784, 5.962, 5.891], [-5.713, 4.873, 9.384], [-1.381, 3.988, 12.353], [-5.842, 8.656, 4.601], [-3.066, 8.795, 10.050], [-9.674, 5.706, 10.562], [-3.571, 6.647, 9.945], [-5.677, 4.398, 8.056], [-3.005, 2.616, 9.330], [-4.895, -0.608, 4.145], [-7.214, 2.914, 4.617], [-6.920, 2.326, 12.005], [-4.958, 8.584, 6.156], [-5.830, -0.955, 5.525], [-3.399, 1.782, 6.588], [-8.060, 0.908, 8.325], [-6.704, 4.456, 6.274], [-7.180, 4.165, 1.335], [-4.190, 6.758, 4.517], [-2.817, 5.248, 6.247], [-4.841, 4.970, 13.723], [-8.536, 4.614, 11.975], [-7.301, 4.734, 13.161], [-7.214, 8.735, 6.781], [-5.606, -0.220, 4.806], [-8.606, 6.502, 7.857], [-2.097, 4.232, 13.097], [-2.653, 4.501, 5.456], [-2.883, 8.424, 9.200], [-8.325, 7.883, 10.633], [-5.621, 7.980, 5.606], [-9.994, 7.591, 8.675], [-8.249, 2.292, 8.924], [-7.930, 5.888, 3.202], [-4.743, 3.654, 7.609], [-9.181, 1.249, 6.589], [-1.772, 4.968, 4.496], [-7.112, 6.757, 9.921], [-3.629, 4.234, 5.062], [-1.696, 3.833, 14.024], [-3.570, 6.724, 8.132], [-3.723, 7.291, 9.076], [-2.307, 4.501, 10.432], [-6.385, 7.234, 7.332], [-7.585, 3.881, 4.479], [-4.018, 3.854, 14.704], [-3.076, 1.653, 4.896], [-10.708, 7.064, 8.335], [-7.124, -0.552, 8.701], [-3.555, 2.953, 10.102], [-7.254, 2.716, 9.239], [-7.579, 4.560, 3.339], [-6.733, 4.574, 11.472], [-3.221, 1.635, 8.973], [-3.767, 4.510, 11.534], [-4.748, 3.159, 6.701], [-5.831, 6.153, 4.500], [-8.720, 2.954, 8.183], [-3.041, 0.222, 5.821], [-6.580, -0.129, 4.317], [-5.269, 2.062, 4.059], [-6.343, 8.171, 3.923], [-7.980, 0.008, 6.389], [-5.482, 2.111, 4.961], [-7.505, 7.242, 5.908], [-10.135, 5.006, 8.928], [-7.668, 2.899, 12.307], [-7.380, 5.190, 7.684]],
  "lowdin_charge": [0.03, 0.06, -0.61, -0.04, 0.11, -0.05, 0.15, -0.58, 0.09, 0.12, 0.21, -0.65, 0.06, -0.02, -0.02, 0.04, -0.13, -0.02, 0.09, -0.62, -0.04, 0.16, 0.02, 0.06, 0.06, 0.20, 0.01, 0.13, -0.03, 0.14, -0.19, 0.13, 0.09, 0.06, 0.05, -0.14, 0.06, 0.05, 0.06, 0.08, 0.06, -0.57, 0.12, 0.07, 0.09, 0.10, 0.14, 0.07, 0.02, -0.63, 0.06, 0.13, 0.09, 0.07, 0.08, 0.06, 0.06, 0.10, -0.02, 0.10, -0.04, -0.22, -0.10, 0.11, -0.68, 0.03, -0.02, -0.12, 0.22, 0.08, -0.07, 0.06, 0.05, 0.09, 0.08, -0.16, 0.05, 0.04, 0.14, 0.09, 0.09, 0.10, 0.16, 0.09, 0.09, -0.60, 0.08, 0.18, -0.04, 0.09, 0.08, 0.07, 0.11, 0.09, 0.10, 0.13, 0.07, -0.03, 0.09, 0.09, -0.13, 0.06],
  "e_homo_ev": -8.97,
  "e_lumo_ev": -0.1551,
  "smiles": "NC(N)=O.NC(N)=O.NC(N)=O.CC(C)O.CC(C)O.CC(C)O.CC(C)O.CC(C)O.CO.CO.CO",
  "gap_ev": 8.8185
}

***

(3)
{
  "formula": "C4H8N",
  "method": "ωB97M-V with the def2-TZVPD basis set",
  "species": ["H", "C", "H", "H", "N", "C", "H", "C", "H", "H", "C", "H", "H"],
  "positions_angstrom": [[-0.553, -2.156, -0.295], [-1.291, -1.343, -0.524], [-1.582, 1.694, 0.262], [-0.521, 1.129, 1.507], [1.615, -0.840, 0.091], [2.266, 0.207, 0.100], [0.199, 1.566, -0.031], [-1.007, -0.112, 0.034], [-2.278, -1.656, -0.302], [-1.209, -1.022, -1.641], [-0.747, 1.107, 0.452], [3.418, 0.166, 0.283], [1.691, 1.259, 0.064]],
  "lowdin_charge": [0.13, -0.02, 0.11, 0.17, 0.11, -0.15, 0.11, 0.07, 0.10, 0.20, -0.05, 0.13, 0.09],
  "e_homo_ev": [-14.05, -13.90],
  "e_lumo_ev": [-5.9531, -6.4787],
  "gap_ev": [8.1003, 7.4180],
  "charge": 1
}

***

(4)
{
  "formula": "C9H21N2P2",
  "method": "ωB97M-V with the def2-TZVPD basis set",
  "species": ["H", "C", "N", "C", "H", "H", "H", "H", "H", "C", "C", "H", "H", "H", "H", "H", "P", "C", "H", "P", "H", "H", "H", "N", "H", "H", "C", "C", "H", "H", "H", "H", "C", "C"],
  "positions_angstrom": [[-1.232, 2.270, -1.827], [0.063, 0.637, -1.047], [2.577, -1.723, 0.236], [2.355, 0.722, 0.394], [2.724, 1.747, 0.049], [0.615, 2.508, -1.721], [4.012, -0.376, -0.416], [-2.903, -1.490, -2.076], [-0.639, -0.138, -1.105], [0.892, 0.503, 0.400], [-0.313, 2.077, -1.169], [-4.973, -0.944, 0.667], [-3.092, 1.218, 1.510], [-4.722, 0.384, -0.874], [2.781, -0.510, -1.442], [0.634, 1.952, 2.094], [-2.770, -1.908, -0.714], [2.975, -0.466, -0.421], [0.617, -0.871, 2.288], [-3.789, -0.196, 0.055], [0.614, -1.910, -0.654], [-1.013, 3.394, 0.505], [-0.518, -0.675, 0.950], [-2.693, 0.505, 0.909], [2.980, -1.496, 1.107], [-4.094, -2.560, -0.797], [-0.412, 2.540, 0.218], [1.165, -1.961, 0.339], [2.703, 0.799, 1.468], [0.834, -2.951, 0.860], [3.056, -2.530, -0.096], [0.834, 0.464, -1.897], [0.255, 1.742, 1.067], [0.479, -0.757, 1.138]],
  "lowdin_charge": [0.14, -0.12, 0.06, -0.10, 0.16, 0.14, 0.12, -0.14, 0.02, -0.45, -0.21, -0.02, -0.01, -0.04, 0.11, 0.13, 0.57, -0.09, 0.17, 0.35, 0.13, 0.11, 0.01, -0.33, 0.16, -0.11, -0.10, -0.12, 0.15, 0.17, 0.18, 0.13, -0.06, -0.12],
  "e_homo_ev": -11.51,
  "e_lumo_ev": -2.9323,
  "gap_ev": 8.5823,
  "charge": 1
}

***

(5)
{
  "formula": "C5H2Cl2N3O4",
  "method": "ωB97M-V with the def2-TZVPD basis set",
  "species": ["C", "O", "Cl", "C", "O", "C", "C", "H", "H", "N", "N", "Cl", "O", "N", "O", "C"],
  "positions_angstrom": [[-0.639, -0.145, 0.541], [1.090, 1.085, 3.442], [3.323, 0.210, 1.700], [0.832, 0.180, -1.244], [2.643, -2.076, 3.742], [0.268, 0.404, 1.477], [2.011, 0.242, 0.695], [-1.696, 0.003, 0.763], [0.949, 0.327, -2.310], [-0.359, 0.065, -0.821], [2.028, 0.141, -0.566], [-0.610, -2.157, 0.666], [-1.026, 0.602, 3.260], [0.118, 0.692, 2.772], [0.506, -2.731, 4.227], [1.563, -2.381, 3.970]],
  "lowdin_charge": [-0.57, -0.07, 0.77, -0.27, 0.17, -0.14, -0.65, 0.09, 0.10, 0.02, 0.02, 0.30, -0.02, -0.46, 0.21, -0.46],
  "e_homo_ev": -4.59,
  "e_lumo_ev": 3.0909,
  "gap_ev": 7.6821,
  "charge": -1
}

***

(6)
{
  "formula": "C6H10O",
  "method": "ωB97M-V with the def2-TZVPD basis set",
  "species": ["H", "H", "H", "O", "C", "H", "C", "C", "H", "H", "H", "H", "C", "H", "H", "C", "C"],
  "positions_angstrom": [[0.440, -2.326, 0.848], [-0.516, -1.240, 1.871], [1.606, 1.773, -0.712], [0.469, 0.601, 1.177], [-0.709, 1.156, 0.617], [-1.036, 0.586, -1.560], [1.839, 0.686, -0.821], [-0.743, 0.195, -0.576], [1.946, 0.525, -1.904], [-1.124, -1.895, -0.991], [-1.570, 1.138, 1.293], [-2.292, -1.203, 0.194], [0.694, -0.119, -0.081], [2.820, 0.557, -0.361], [-0.422, 2.173, 0.362], [-1.262, -1.181, -0.180], [-0.140, -1.428, 0.823]],
  "lowdin_charge": [0.07, 0.12, 0.09, -0.18, -0.17, 0.14, 0.00, -0.22, 0.07, 0.11, 0.12, 0.11, -0.25, 0.07, 0.11, -0.17, -0.02],
  "e_homo_ev": -8.02,
  "e_lumo_ev": 1.0436,
  "gap_ev": 9.0638
}